Record 1
{
  "formula": "C49H37N5PRu",
  "method": "ωB97M-V/def2-TZVPD",
  "symbols": ["Ru", "C", "C", "N", "C", "C", "C", "C", "C", "C", "C", "N", "C", "C", "C", "C", "C", "C", "C", "C", "N", "C", "H", "H", "H", "H", "H", "H", "H", "H", "H", "H", "H", "H", "N", "P", "C", "C", "C", "C", "C", "C", "C", "C", "C", "C", "C", "C", "C", "C", "C", "C", "C", "C", "H", "H", "H", "H", "H", "H", "H", "H", "H", "H", "H", "H", "H", "H", "H", "N", "C", "C", "C", "C", "C", "C", "C", "C", "C", "C", "C", "C", "C", "H", "H", "H", "H", "H", "H", "H", "H", "H", "H"],
  "positions_angstrom": [[-1.403, 0.520, -0.172], [1.193, 3.885, 0.932], [0.754, 2.611, 0.536], [-0.522, 2.270, 0.486], [-1.473, 3.212, 0.825], [-1.112, 4.505, 1.232], [0.267, 4.824, 1.289], [-2.121, 5.451, 1.536], [-3.434, 5.096, 1.388], [-3.812, 3.808, 0.975], [-2.861, 2.830, 0.709], [-3.053, 1.547, 0.277], [-4.225, 0.857, 0.163], [-5.490, 1.176, 0.645], [-6.596, 0.354, 0.375], [-6.492, -0.787, -0.375], [-5.216, -1.186, -0.846], [-5.010, -2.355, -1.618], [-3.747, -2.690, -2.026], [-2.669, -1.885, -1.625], [-2.823, -0.796, -0.886], [-4.096, -0.400, -0.539], [2.254, 4.093, 0.957], [1.467, 1.847, 0.254], [0.566, 5.817, 1.603], [-1.838, 6.446, 1.854], [-4.212, 5.822, 1.587], [-4.862, 3.609, 0.829], [-5.643, 2.052, 1.257], [-7.562, 0.651, 0.765], [-7.358, -1.394, -0.603], [-5.863, -2.967, -1.883], [-3.560, -3.566, -2.630], [-1.648, -2.134, -1.889], [0.399, -0.738, -0.322], [0.881, -1.356, 1.118], [2.059, -2.712, 0.885], [2.815, -3.193, 1.953], [3.659, -4.276, 1.773], [3.747, -4.885, 0.527], [2.990, -4.416, -0.535], [2.146, -3.331, -0.361], [1.688, -0.134, 2.174], [3.058, 0.099, 2.048], [3.651, 1.140, 2.746], [2.879, 1.953, 3.565], [1.516, 1.736, 3.680], [0.918, 0.701, 2.981], [-0.466, -2.083, 2.057], [-1.540, -2.645, 1.375], [-2.554, -3.279, 2.070], [-2.491, -3.372, 3.455], [-1.404, -2.844, 4.137], [-0.391, -2.205, 3.442], [2.749, -2.718, 2.924], [4.248, -4.644, 2.602], [4.409, -5.730, 0.386], [3.058, -4.894, -1.504], [1.557, -2.953, -1.185], [3.649, -0.520, 1.389], [4.712, 1.322, 2.644], [3.342, 2.767, 4.108], [0.911, 2.386, 4.299], [-0.155, 0.560, 3.039], [-1.582, -2.572, 0.298], [-3.395, -3.694, 1.529], [-3.287, -3.862, 4.002], [-1.347, -2.925, 5.215], [0.448, -1.790, 3.985], [1.652, -0.342, -0.799], [1.901, 0.076, -1.982], [1.030, 0.213, -3.179], [-0.355, 0.406, -3.133], [-1.101, 0.507, -4.294], [-0.481, 0.413, -5.532], [0.894, 0.230, -5.599], [1.642, 0.141, -4.439], [3.353, 0.407, -2.158], [3.764, 1.735, -2.149], [5.110, 2.050, -2.247], [6.055, 1.040, -2.359], [5.648, -0.287, -2.371], [4.302, -0.602, -2.272], [-0.879, 0.494, -2.175], [-2.170, 0.663, -4.222], [-1.064, 0.490, -6.441], [1.389, 0.165, -6.559], [2.714, 0.011, -4.509], [3.025, 2.522, -2.065], [5.423, 3.086, -2.235], [7.106, 1.286, -2.437], [6.382, -1.079, -2.456], [3.980, -1.637, -2.266]],
  "atomic_forces_ev_per_a": [[0.043, 0.006, 0.219], [-0.182, 0.102, 0.041], [-0.200, 0.056, -0.058], [0.144, 0.077, -0.005], [0.005, -0.124, -0.037], [0.039, 0.165, 0.061], [0.094, -0.130, -0.048], [-0.108, -0.035, -0.017], [0.191, 0.071, 0.039], [-0.018, -0.099, -0.036], [-0.036, 0.135, 0.038], [0.010, 0.022, 0.026], [-0.110, -0.066, -0.007], [0.093, 0.081, 0.034], [-0.014, -0.214, -0.129], [0.001, 0.108, 0.063], [-0.180, -0.111, -0.029], [0.155, -0.022, -0.041], [-0.188, 0.108, 0.101], [-0.138, 0.231, 0.076], [0.034, -0.101, -0.160], [0.190, 0.041, 0.036], [0.017, 0.004, -0.005], [0.008, -0.031, -0.004], [0.002, 0.014, 0.002], [0.006, 0.014, 0.000], [-0.006, 0.017, 0.002], [0.136, 0.060, -0.007], [0.002, -0.150, -0.050], [-0.018, -0.006, 0.004], [-0.010, -0.009, 0.000], [-0.014, -0.015, -0.004], [-0.002, -0.021, -0.016], [0.029, 0.013, -0.011], [-0.027, -0.357, -0.085], [-0.040, 0.203, 0.097], [0.051, -0.020, -0.010], [-0.094, 0.050, -0.121], [0.031, -0.052, -0.053], [0.043, -0.032, 0.063], [0.030, -0.046, -0.028], [-0.053, 0.106, 0.149], [0.050, -0.058, -0.034], [-0.090, 0.026, 0.029], [-0.005, -0.020, -0.037], [0.093, 0.035, 0.021], [-0.081, 0.029, 0.080], [-0.089, -0.098, 0.015], [0.012, -0.017, -0.076], [0.016, -0.010, -0.128], [-0.022, -0.026, 0.072], [0.009, 0.007, -0.029], [-0.086, -0.057, 0.023], [0.084, 0.103, -0.009], [-0.002, 0.018, 0.033], [0.007, -0.007, 0.003], [0.002, 0.000, 0.006], [0.002, -0.002, 0.002], [-0.028, 0.020, -0.025], [0.054, -0.032, -0.040], [0.010, -0.005, -0.006], [0.004, 0.005, 0.001], [-0.005, -0.003, -0.005], [0.008, -0.015, -0.004], [0.034, -0.035, 0.145], [-0.009, -0.002, -0.005], [-0.003, 0.002, 0.001], [-0.005, -0.001, 0.002], [-0.004, 0.005, -0.007], [0.157, 0.090, -0.222], [-0.111, -0.086, 0.099], [-0.146, 0.048, -0.015], [0.208, -0.072, 0.229], [0.040, -0.020, -0.050], [0.020, -0.006, -0.006], [-0.110, 0.017, -0.048], [-0.102, -0.010, 0.154], [-0.037, 0.070, 0.073], [-0.002, -0.042, -0.084], [0.035, 0.050, -0.004], [0.054, -0.021, -0.004], [0.049, 0.008, -0.018], [-0.010, 0.005, 0.085], [0.123, 0.050, -0.302], [-0.006, 0.004, -0.011], [-0.005, 0.002, -0.003], [-0.012, 0.000, -0.012], [0.007, -0.006, 0.015], [-0.039, 0.017, 0.003], [0.010, 0.004, 0.002], [0.004, 0.001, 0.000], [0.011, -0.001, -0.004], [-0.011, -0.007, 0.008]],
  "s_squared": 0.76,
  "e_lumo_ev": [0.36, 0.27],
  "multiplicity": 2,
  "gap_ev": [6.16, 5.90]
}

Record 2
{
  "formula": "C49H38Br2N5O6PS2SiSn",
  "method": "ωB97M-V/def2-TZVPD",
  "symbols": ["Sn", "N", "C", "C", "C", "C", "C", "C", "S", "O", "O", "N", "C", "N", "C", "C", "C", "N", "H", "H", "H", "H", "H", "H", "H", "H", "H", "O", "S", "O", "O", "C", "C", "C", "C", "C", "C", "P", "C", "C", "C", "C", "C", "C", "C", "C", "C", "C", "C", "C", "H", "H", "H", "H", "H", "H", "H", "H", "H", "H", "H", "H", "H", "H", "Br", "C", "C", "C", "Br", "C", "C", "C", "C", "N", "C", "C", "O", "H", "H", "H", "H", "C", "C", "C", "C", "C", "C", "Si", "C", "C", "C", "C", "C", "C", "H", "H", "H", "H", "H", "H", "H", "H", "H", "H", "H"],
  "positions_angstrom": [[-0.293, -0.755, -1.135], [5.857, -5.422, 3.052], [5.020, -4.754, 2.173], [3.638, -4.754, 2.369], [2.812, -4.094, 1.479], [3.351, -3.426, 0.381], [4.725, -3.455, 0.157], [5.547, -4.123, 1.038], [2.231, -2.518, -0.630], [0.929, -3.141, -0.391], [2.686, -2.517, -2.001], [1.989, -0.994, -0.098], [2.944, -0.019, 0.015], [4.258, -0.284, -0.037], [5.090, 0.711, 0.245], [4.662, 1.987, 0.573], [3.292, 2.187, 0.499], [2.436, 1.221, 0.196], [5.493, -5.619, 3.966], [6.828, -5.166, 3.038], [3.212, -5.285, 3.216], [1.736, -4.098, 1.610], [5.130, -2.978, -0.724], [6.617, -4.164, 0.857], [6.149, 0.472, 0.188], [5.352, 2.776, 0.839], [2.857, 3.172, 0.652], [-4.067, 1.184, -1.715], [-2.682, 0.908, -1.957], [-2.392, -0.465, -2.435], [-1.772, 1.198, -0.820], [-2.117, 1.937, -3.300], [-3.094, 2.376, -4.192], [-2.728, 3.085, -5.321], [-1.387, 3.362, -5.555], [-0.421, 2.925, -4.668], [-0.756, 2.192, -3.528], [0.629, 1.696, -2.387], [1.172, 3.381, -1.932], [0.224, 4.152, -1.253], [0.543, 5.426, -0.810], [1.812, 5.947, -1.036], [2.757, 5.184, -1.706], [2.443, 3.903, -2.147], [1.816, 0.935, -3.547], [3.182, 0.850, -3.262], [4.018, 0.065, -4.039], [3.504, -0.672, -5.094], [2.144, -0.631, -5.361], [1.304, 0.160, -4.591], [-4.131, 2.156, -3.970], [-3.486, 3.424, -6.017], [-1.095, 3.928, -6.432], [0.622, 3.154, -4.856], [-0.762, 3.744, -1.058], [-0.203, 6.015, -0.291], [2.061, 6.945, -0.696], [3.748, 5.584, -1.890], [3.188, 3.332, -2.684], [3.596, 1.370, -2.409], [5.072, 0.005, -3.798], [4.158, -1.296, -5.692], [1.730, -1.224, -6.166], [0.244, 0.168, -4.806], [2.416, -0.165, 3.217], [0.978, -1.362, 2.997], [1.056, -2.600, 3.683], [0.164, -3.593, 3.430], [0.318, -5.221, 4.388], [-0.816, -3.445, 2.413], [-1.654, -4.470, 1.924], [-2.455, -4.236, 0.842], [-2.407, -2.975, 0.222], [-1.679, -1.995, 0.692], [-0.901, -2.197, 1.777], [-0.055, -1.104, 2.142], [-0.315, 0.072, 1.531], [1.846, -2.741, 4.406], [-1.627, -5.445, 2.389], [-3.078, -5.020, 0.433], [-2.960, -2.768, -0.688], [1.018, 2.471, 6.263], [0.084, 1.460, 6.073], [-0.447, 1.236, 4.811], [-0.043, 2.005, 3.717], [0.882, 3.029, 3.927], [1.409, 3.265, 5.192], [-0.683, 1.651, 2.015], [-2.522, 1.854, 2.043], [-3.431, 0.798, 2.033], [-4.798, 1.039, 2.026], [-5.274, 2.342, 2.020], [-4.382, 3.408, 2.027], [-3.015, 3.163, 2.040], [1.440, 2.643, 7.247], [-0.235, 0.848, 6.909], [-1.187, 0.450, 4.678], [1.207, 3.641, 3.090], [2.129, 4.061, 5.339], [-0.031, 2.518, 1.020], [-3.070, -0.226, 2.000], [-5.493, 0.207, 2.003], [-6.341, 2.530, 1.999], [-4.751, 4.427, 2.014], [-2.322, 4.005, 2.044]],
  "atomic_forces_ev_per_a": [[0.216, 0.095, 0.358], [-0.082, -0.048, -0.150], [0.084, 0.006, -0.015], [-0.028, -0.028, 0.026], [0.040, 0.045, -0.178], [0.004, 0.143, 0.368], [-0.254, 0.028, -0.188], [0.122, -0.062, 0.111], [0.083, 0.304, -0.305], [0.021, 0.219, -0.066], [0.244, -0.022, 0.312], [0.154, -0.417, -0.202], [-0.218, 0.008, -0.167], [-0.039, -0.369, -0.024], [-0.035, -0.048, -0.042], [0.032, -0.045, 0.030], [-0.162, -0.080, -0.175], [0.051, 0.038, 0.121], [-0.010, 0.017, 0.050], [0.032, 0.029, 0.020], [0.029, 0.062, -0.072], [0.249, -0.046, -0.055], [0.005, 0.118, 0.031], [-0.080, 0.022, 0.009], [-0.052, 0.010, 0.052], [-0.034, -0.009, -0.050], [0.013, -0.020, 0.034], [0.094, 0.129, -0.064], [-0.067, -0.267, -0.066], [-0.205, 0.295, 0.109], [-0.063, -0.207, -0.059], [0.151, -0.018, -0.076], [0.097, -0.021, 0.218], [0.025, 0.029, -0.051], [-0.041, 0.057, -0.079], [0.034, 0.006, 0.045], [-0.141, -0.017, 0.050], [-0.226, 0.110, -0.446], [0.066, -0.090, 0.180], [0.058, -0.039, 0.056], [-0.001, 0.010, -0.013], [0.034, -0.015, -0.008], [-0.020, -0.027, 0.003], [-0.049, 0.107, -0.162], [0.019, 0.002, 0.086], [-0.064, -0.015, 0.026], [-0.002, -0.018, 0.039], [-0.010, -0.013, -0.036], [0.024, -0.002, 0.009], [0.091, 0.022, -0.036], [0.044, 0.012, -0.034], [0.034, -0.001, 0.040], [-0.005, -0.032, 0.034], [-0.027, -0.007, -0.003], [-0.001, 0.006, -0.028], [0.019, -0.019, -0.007], [-0.012, -0.035, -0.004], [-0.040, -0.012, -0.001], [-0.023, 0.035, 0.021], [0.020, -0.006, 0.044], [-0.025, 0.020, 0.005], [-0.028, 0.021, 0.028], [-0.003, 0.010, 0.018], [-0.051, 0.016, -0.023], [-0.100, -0.113, 0.255], [0.256, 0.009, 0.146], [-0.085, 0.123, 0.041], [-0.141, 0.058, 0.115], [-0.031, 0.016, -0.039], [0.040, -0.099, 0.092], [0.016, -0.010, 0.029], [-0.018, -0.015, -0.064], [-0.054, -0.152, 0.195], [-0.140, 0.179, -0.345], [0.158, 0.094, -0.049], [-0.333, 0.231, 0.198], [0.441, -0.240, -0.200], [0.019, -0.003, -0.031], [0.003, -0.015, 0.034], [-0.009, 0.042, 0.004], [-0.039, -0.014, -0.026], [0.003, 0.005, -0.022], [-0.024, -0.015, -0.044], [-0.045, 0.067, 0.064], [0.217, 0.037, 0.073], [0.019, -0.024, 0.059], [-0.022, -0.008, -0.040], [-0.073, -0.138, -0.110], [-0.123, 0.111, -0.148], [0.013, 0.012, 0.016], [0.002, -0.005, -0.015], [0.039, 0.037, 0.004], [0.067, -0.023, 0.010], [-0.079, -0.065, 0.055], [-0.035, -0.003, -0.052], [0.029, 0.026, -0.017], [0.031, 0.026, 0.010], [-0.002, -0.053, 0.048], [-0.028, -0.029, 0.005], [-0.025, 0.020, 0.122], [-0.026, 0.064, -0.010], [0.025, 0.039, 0.008], [0.037, -0.014, -0.002], [0.010, -0.054, 0.004], [-0.088, -0.077, -0.016]],
  "e_lumo_ev": -0.43,
  "gap_ev": 7.28
}

Listing relative energy (zero: lowest compared OMol25 entry of this formula, charge and spin) for the structures above in their given order: 39.94; 17.73 kcal per mole.
Listing electronic energy for the structures above in their given order: -2599.4652; -9404.9533 Ha.